Density functional theory data (ωB97M-V/def2-TZVPD) for a molecular structure, C3H2CuLiO3 at a distorted geometry.

Properties
Total charge: -1
Electronic energy (a.u.): -1989.08639
Spin multiplicity: 2

Cartesian coordinates (Å):
C1 -1.558 -0.170 0.627
O1 -2.532 0.558 0.253
H1 -0.118 0.879 -0.632
Li1 -3.672 -0.838 0.380
C2 -0.213 0.247 0.261
O2 0.747 -0.797 0.325
C3 1.946 -0.649 -0.275
O3 2.078 0.372 -0.997
Cu1 3.796 -0.330 -1.364
H2 -0.473 0.728 1.422

Cartesian forces, eV/Å:
C -1.3 -2.0 -0.8
O -0.5 0.6 -0.4
H 0.1 0.4 0.7
Li 1.3 0.5 0.3
C -1.2 -0.2 1.7
O -1.3 0.5 1.0
C 0.9 0.0 -0.7
O -1.6 0.7 0.5
Cu 1.8 -0.6 -0.5
H 1.9 0.1 -2.0

---

Density functional theory data (ωB97M-V/def2-TZVPD) for 2 unconnected molecules or ions with the total composition C38H37OSi at a distorted geometry.

Properties
Total charge: +1
Electronic energy (a.u.): -1834.73873

Cartesian coordinates (Å):
C1 1.465 2.046 1.096
C2 0.013 1.847 0.828
C3 -0.655 2.125 -0.332
O1 -0.642 1.389 1.932
Si1 -1.949 0.357 2.262
C4 -2.714 -0.249 0.699
C5 -2.136 -1.318 0.002
C6 -2.529 -1.596 -1.313
C7 -3.600 -0.902 -1.886
C8 -4.307 0.023 -1.109
C9 -3.857 0.365 0.170
C10 -1.239 -1.047 3.232
C11 -2.057 -1.788 4.096
C12 -1.551 -2.891 4.802
C13 -0.205 -3.261 4.661
C14 0.636 -2.483 3.839
C15 0.122 -1.374 3.153
C16 -3.134 1.283 3.339
C17 -4.471 0.866 3.432
C18 -5.339 1.468 4.357
C19 -4.884 2.497 5.187
C20 -3.566 2.953 5.057
C21 -2.703 2.365 4.121
H1 1.880 2.777 0.396
H2 1.623 2.380 2.132
H3 2.039 1.116 0.932
H4 -1.728 1.911 -0.424
H5 -0.124 2.608 -1.144
H6 -1.376 -1.938 0.484
H7 -1.998 -2.366 -1.874
H8 -3.895 -1.108 -2.918
H9 -5.216 0.487 -1.493
H10 -4.395 1.103 0.766
H11 -3.099 -1.499 4.244
H12 -2.212 -3.459 5.465
H13 0.196 -4.128 5.194
H14 1.697 -2.726 3.734
H15 0.805 -0.748 2.574
H16 -4.848 0.078 2.776
H17 -6.372 1.114 4.420
H18 -5.545 2.946 5.927
H19 -3.195 3.761 5.677
H20 -1.689 2.755 3.998
C22 0.453 -6.227 -2.350
C23 0.525 -4.757 -2.102
C24 0.511 -4.300 -0.780
C25 0.676 -2.958 -0.508
C26 1.026 -2.045 -1.535
C27 1.545 -0.758 -1.202
C28 2.387 -0.038 -2.051
C29 3.132 1.080 -1.660
C30 3.676 2.047 -2.558
C31 4.376 3.182 -2.059
C32 4.884 4.141 -2.910
C33 4.735 4.024 -4.300
C34 5.296 5.092 -5.196
C35 4.074 2.898 -4.815
C36 3.532 1.940 -3.973
C37 0.867 -2.483 -2.878
C38 0.683 -3.838 -3.156
H21 0.509 -6.433 -3.429
H22 1.297 -6.722 -1.853
H23 -0.453 -6.688 -1.941
H24 0.389 -5.023 0.020
H25 0.592 -2.586 0.507
H26 1.401 -0.434 -0.164
H27 2.547 -0.440 -3.055
H28 3.359 1.231 -0.601
H29 4.483 3.272 -0.976
H30 5.392 5.023 -2.512
H31 5.158 4.814 -6.248
H32 4.828 6.080 -5.054
H33 6.368 5.227 -4.990
H34 3.960 2.806 -5.897
H35 2.972 1.095 -4.377
H36 0.900 -1.757 -3.696
H37 0.676 -4.205 -4.192

Cartesian forces, eV/Å:
C 0.5 0.2 -0.2
C -1.8 0.3 -1.2
C 0.8 -0.4 1.4
O -0.2 -0.7 0.2
Si 0.5 0.7 0.1
C -0.5 -0.4 0.0
C -0.1 0.2 -0.5
C -0.1 0.1 0.3
C 0.1 0.0 0.3
C 0.0 0.0 0.1
C 0.2 -0.2 -0.5
C 0.4 -0.1 0.4
C 0.3 -0.5 0.2
C 0.2 0.1 -0.2
C 0.0 0.5 -0.4
C -0.3 -0.1 0.1
C 0.0 -0.6 0.2
C -0.3 0.4 -0.2
C -0.2 0.4 0.6
C 0.1 -0.1 -0.2
C 0.4 -0.2 -0.3
C 0.0 -0.3 -0.4
C -0.4 0.0 0.3
H -0.1 0.0 0.2
H 0.0 -0.1 -0.4
H -0.3 0.2 0.4
H 0.6 0.2 0.0
H -0.1 -0.2 0.0
H -0.2 0.4 -0.2
H -0.2 0.1 0.1
H 0.0 0.0 0.4
H 0.3 -0.1 0.0
H 0.2 0.0 -0.3
H 0.2 -0.1 -0.1
H 0.3 0.2 -0.3
H -0.2 0.3 -0.2
H -0.4 0.0 0.1
H -0.2 -0.1 0.0
H 0.1 0.1 0.3
H 0.3 0.2 0.0
H 0.1 -0.1 -0.2
H -0.1 0.0 0.0
H -0.3 -0.2 0.1
C 0.1 -0.3 -0.5
C 0.4 0.1 0.0
C -0.2 0.4 -0.2
C 0.5 0.3 0.0
C -1.2 -0.3 -0.6
C 1.0 -0.1 0.2
C -0.1 -0.3 0.4
C -0.2 0.0 -0.3
C 0.5 0.2 -0.6
C -0.2 -0.5 0.2
C -0.1 0.2 0.1
C 0.0 0.0 0.3
C 0.1 0.0 -0.4
C -0.3 -0.1 0.0
C 0.0 0.1 0.3
C 0.5 -0.4 0.0
C -0.2 0.4 0.1
H -0.1 -0.1 0.4
H -0.1 0.1 -0.2
H 0.1 0.2 -0.1
H -0.2 0.2 0.0
H 0.3 -0.1 0.1
H 0.1 0.0 -0.4
H -0.3 0.3 0.2
H -0.4 0.1 -0.3
H 0.1 0.1 -0.3
H -0.1 -0.4 -0.1
H 0.2 0.1 0.3
H 0.0 -0.4 0.2
H -0.3 -0.1 -0.1
H 0.0 0.0 0.3
H 0.2 0.3 -0.1
H 0.2 -0.3 0.3
H -0.1 0.3 0.5

---

Density functional theory data (ωB97M-V/def2-TZVPD) for a gas-phase ion, C2H3O3S2 (charge -1) at a distorted geometry.

Properties
Total charge: -1
Electronic energy (a.u.): -1100.16304

Cartesian coordinates (Å):
C1 0.638 0.113 0.818
C2 0.843 0.971 -0.469
O1 1.578 -0.246 1.458
O2 -2.740 -1.549 0.739
O3 -0.584 -0.231 1.187
S1 -0.730 -1.781 -1.195
S2 -1.868 -0.674 -0.059
H1 1.157 0.311 -1.248
H2 1.749 1.670 -0.522
H3 -0.043 1.416 -0.708

Cartesian forces, eV/Å:
C 0.1 0.7 -1.4
C 3.1 -0.6 1.2
O 1.4 -0.2 1.0
O 0.0 0.7 0.2
O -0.6 0.3 0.0
S -0.1 -0.2 -0.6
S 0.2 -0.7 0.1
H -0.4 -0.8 -0.5
H -1.4 -0.6 1.1
H -2.2 1.5 -1.0

---

> Which value of total charge does entry 2 give?

+1

---

> What is the formula in the second record?

C38H37OSi